# C5H14N2O

A gas-phase ion, C5H14N2O (charge +1) (ωB97M-V with the def2-TZVPD basis set, the Open Molecules 2025 dataset).

## Properties
- Energy above the lowest of the compared OMol25 structures with the same formula, charge and spin: 168.6 kJ/mol
- Charge: +1
- Highest occupied orbital energy (alpha / beta): -13.202 / -13.200 eV
- Spin multiplicity: 2
- Calculated total energy: -383.31140 a.u.

```
22
Properties=species:S:1:pos:R:3:forces:R:3
C -0.839110 1.387026 0.428406 -0.363 0.202 0.842
C 0.023821 0.204082 -0.033100 -0.893 0.390 -1.983
C -0.874332 -0.966682 -0.490590 -0.334 -1.434 0.983
C -1.395505 -1.743573 0.749175 0.481 1.498 0.838
N -0.218374 -2.316096 1.422200 -0.268 -0.667 -0.289
N 0.769954 0.659000 -1.218199 0.163 0.636 2.428
C 2.134690 1.146656 -0.961794 -0.095 0.994 -1.970
O 2.126504 2.409260 -0.349452 0.870 -0.518 1.043
H -1.519875 1.818875 -0.301421 -0.082 -0.389 -0.311
H -1.426371 1.007019 1.278716 0.076 0.194 -0.334
H -0.248364 2.207280 0.811594 0.309 0.045 0.193
H 0.726397 -0.057468 0.733527 0.364 -0.364 0.259
H -1.727189 -0.649094 -1.078908 0.096 0.300 -0.348
H -0.257895 -1.688660 -1.028734 -0.128 0.171 -0.440
H -2.232064 -2.437626 0.615596 0.341 0.022 -0.747
H -1.808917 -0.963777 1.421608 0.013 -0.511 -0.086
H 0.418892 -2.675811 0.714738 0.021 0.064 -0.028
H -0.501609 -3.172284 1.890646 0.047 0.240 0.420
H 0.231503 1.107689 -1.959834 0.050 -0.282 -0.224
H 2.690770 0.418036 -0.369360 -0.186 0.186 0.007
H 2.573851 1.343105 -1.948048 0.224 -0.742 0.148
H 1.353228 2.963047 -0.326764 -0.706 -0.034 -0.401
```
Positions in Å, forces in eV/Å.



# C31H94O16

16 unconnected molecules or ions with the total composition C31H94O16 (ωB97M-V with the def2-TZVPD basis set, the Open Molecules 2025 dataset).

## Properties
- Charge: -1
- Highest occupied orbital energy (alpha / beta): 0.256 / -7.412 eV
- Spin multiplicity: 2
- Calculated total energy: -2441.26566 a.u.

```
141
Properties=species:S:1:pos:R:3:forces:R:3
C -0.402960 2.756111 -3.522002 -0.192 0.535 0.380
O -0.970940 1.737391 -2.742092 -0.590 -0.164 -0.072
H 0.252210 3.403211 -2.938802 0.572 -0.242 0.094
H 0.123680 2.319891 -4.370802 -0.002 0.395 -0.263
H -1.198360 3.454331 -3.782662 -0.174 -0.296 -0.644
H -0.269110 1.378011 -2.194482 0.459 -0.154 0.134
C -0.368100 3.896491 5.003818 0.173 0.273 -0.535
C 0.745670 4.362221 4.034678 -1.130 0.714 0.927
C 0.823340 5.875681 3.946488 -0.841 0.014 0.401
O 2.001340 3.899191 4.457208 0.467 -1.174 -0.967
H -0.321970 2.831971 5.233488 0.165 -0.039 -0.143
H -1.335950 4.108691 4.549578 -0.169 0.031 -0.005
H -0.323030 4.445941 5.944128 0.125 0.034 0.021
H 0.526500 4.016671 3.024398 0.240 -0.557 0.054
H -0.180400 6.300531 3.935658 -0.184 0.090 -0.407
H 1.374310 6.178841 3.056188 0.188 0.207 0.254
H 1.242230 6.236841 4.885738 0.443 0.195 -0.211
H 2.176740 4.210431 5.348258 0.231 0.211 0.531
C -2.824820 2.881351 1.775748 -0.051 -1.681 -0.325
C -2.171900 3.732081 0.699018 -1.350 -1.756 -1.439
C -2.793420 3.642591 -0.738882 1.113 -0.818 1.201
O -2.415080 4.985941 1.094308 0.324 4.443 1.311
H -3.906130 2.846901 1.642818 -0.169 0.398 -0.108
H -2.642690 3.234791 2.790638 0.330 0.128 -0.201
H -2.547960 1.828501 1.721298 0.273 -0.201 0.092
H -1.094570 3.600051 0.598908 0.119 -0.126 0.295
H -2.369870 4.495101 -1.269842 0.011 -0.178 -0.242
H -3.874760 3.768181 -0.683862 -0.105 -0.228 -0.021
H -2.475540 2.700421 -1.185412 -0.441 0.106 -0.511
H -3.345120 5.192631 0.976388 -0.055 0.018 0.015
C 1.712620 0.165411 5.302888 1.500 0.037 -0.001
C 2.999500 -0.667669 5.662148 -0.946 -0.127 0.895
C 2.873430 -2.194089 5.573048 -0.348 1.049 0.068
O 4.121750 -0.337459 4.904978 0.868 0.883 -1.614
H 0.908730 0.053351 6.030418 0.028 -0.525 -0.067
H 1.369570 0.000041 4.281588 -0.092 -0.422 0.030
H 1.939250 1.231191 5.332278 0.339 0.081 0.073
H 3.393910 -0.369899 6.633688 -1.227 -0.175 0.859
H 2.698970 -2.454019 4.528968 -0.324 -0.143 0.057
H 2.073380 -2.508599 6.243198 0.090 -0.498 -0.123
H 3.851210 -2.602949 5.827788 -0.173 -0.311 0.326
H 4.872880 -0.652539 5.413038 0.284 0.143 -0.267
C 1.606560 -0.965019 -4.051492 -0.721 0.555 -0.554
C 2.076570 -1.712829 -5.291592 0.177 -0.230 -0.387
C 1.849690 -0.954479 -6.658552 0.034 -0.961 1.416
O 3.454950 -2.044339 -5.163312 0.968 0.502 -0.781
H 0.620710 -0.543979 -4.248822 -0.408 -0.258 0.136
H 2.185710 -0.068519 -3.830212 0.532 -0.192 -0.094
H 1.556080 -1.591839 -3.161192 0.099 -0.052 -0.069
H 1.613150 -2.696699 -5.364652 -0.859 0.094 0.001
H 2.315080 0.027941 -6.578702 -0.017 -0.036 -0.375
H 0.783860 -0.883799 -6.875562 -0.140 0.370 0.444
H 2.200130 -1.556189 -7.497152 0.636 0.160 0.154
H 3.635260 -2.562509 -4.375542 -0.350 0.110 0.184
C -4.537930 -3.406029 -3.127302 0.969 0.869 0.554
C -3.532460 -2.229069 -2.981902 -0.372 -0.387 -2.415
C -2.845370 -1.959579 -4.361652 0.219 -0.025 1.380
O -4.208060 -1.044229 -2.641932 0.048 0.362 -0.046
H -5.237230 -3.174439 -3.930692 -0.104 0.038 0.135
H -5.035920 -3.450649 -2.158732 -0.376 -0.475 -0.122
H -4.005990 -4.328799 -3.358922 -0.069 -0.077 0.179
H -2.755830 -2.423159 -2.242122 0.020 -0.345 0.094
H -3.504160 -1.516099 -5.108252 -0.260 -0.084 0.238
H -2.415230 -2.880429 -4.755502 0.072 0.002 -0.012
H -2.054880 -1.243709 -4.136312 0.193 0.075 -0.385
H -4.430850 -1.121009 -1.711302 -0.408 0.075 0.127
C -5.718320 0.905961 0.125038 0.280 0.610 0.362
C -4.813310 -0.220849 0.644318 -0.367 0.969 1.106
C -4.999880 -0.531979 2.131408 -0.020 -0.269 0.319
O -5.139940 -1.389019 -0.064762 0.174 -0.894 -0.206
H -5.691150 1.097301 -0.947692 0.620 -0.196 -0.031
H -5.496350 1.833741 0.652338 0.101 0.085 -0.114
H -6.778980 0.736051 0.310048 -0.061 -0.522 0.388
H -3.738610 -0.062629 0.554308 -0.035 0.403 -0.743
H -6.022850 -0.859109 2.317478 -0.288 0.183 0.083
H -4.740460 0.247861 2.847408 -0.135 0.356 -0.338
H -4.375640 -1.380239 2.412238 0.118 -0.075 -0.187
H -6.010930 -1.600829 0.278918 -0.284 -0.535 -0.336
C 1.335480 -2.951009 1.729428 -0.328 1.063 0.171
C 0.269240 -3.507259 2.635088 -0.907 -0.522 -0.390
C -0.683690 -2.523939 3.216528 0.193 2.092 0.900
O -0.553650 -4.454559 1.953308 0.661 -1.143 -0.098
H 1.981180 -3.718889 1.303368 -0.118 0.127 -0.001
H 1.908760 -2.214179 2.292028 0.529 -0.195 0.178
H 0.882210 -2.312689 0.971008 -0.018 -0.472 -0.446
H 0.771790 -3.966049 3.486588 -0.113 -0.671 -0.046
H -0.090200 -1.818049 3.797548 -0.092 0.127 0.483
H -1.465970 -2.938769 3.852178 0.295 -0.392 0.064
H -1.214540 -1.863029 2.531328 0.114 -0.324 -0.628
H -1.293240 -3.974849 1.573188 -0.062 0.280 -0.061
C 0.309160 -5.550579 -4.103312 0.239 -0.141 0.928
C -0.340360 -5.418619 -2.730082 -0.666 1.717 0.904
C -0.288580 -3.975229 -2.149202 -0.152 0.046 -0.526
O -1.711750 -5.766809 -2.805292 -0.649 -0.138 -0.304
H 0.105050 -6.551329 -4.484012 0.056 -0.032 -0.208
H 1.387270 -5.449459 -3.978612 0.086 0.092 -0.278
H -0.075960 -4.799019 -4.792482 0.010 -0.028 0.050
H 0.055410 -6.058369 -1.941292 0.786 -0.218 -0.297
H -0.825600 -3.217579 -2.719882 0.267 -0.264 -1.049
H 0.750320 -3.654889 -2.070672 -0.021 0.058 0.282
H -0.833970 -3.801229 -1.221642 0.472 -0.894 0.590
H -1.715720 -6.667679 -3.136972 -0.357 -0.147 -0.035
C 5.300390 1.429961 -3.302932 -0.912 -0.001 0.142
C 4.273440 1.803231 -2.215932 -0.037 0.440 0.501
C 4.967240 1.855971 -0.867032 0.161 0.109 -0.171
O 3.677700 3.079291 -2.503142 0.663 -0.321 -0.964
H 6.169610 2.087581 -3.312412 -0.129 0.204 0.126
H 4.823780 1.454131 -4.282912 0.050 0.012 -0.070
H 5.655920 0.414181 -3.130052 -0.051 -0.051 0.045
H 3.482340 1.056701 -2.145622 -0.056 -0.220 -0.383
H 4.391010 2.327271 -0.070822 -0.259 0.072 -0.155
H 5.846150 2.471121 -1.059942 0.334 -0.137 0.559
H 5.202710 0.853271 -0.510342 0.363 0.034 -0.078
H 3.170370 3.403551 -1.755422 -0.191 -0.093 0.371
C -0.677440 -0.627139 -0.584562 -0.794 -0.222 -0.044
C -0.212840 0.693321 -0.022262 1.227 0.005 0.462
C 0.293350 0.646221 1.421128 -0.718 -0.502 -0.305
O 0.887920 1.023471 -0.856082 0.518 0.093 -0.950
H -1.225570 -0.517939 -1.520372 -0.298 0.364 0.036
H -1.331320 -1.108249 0.142818 0.013 -0.359 -0.051
H 0.147920 -1.277729 -0.873722 0.194 -0.018 0.611
H -0.952510 1.488471 -0.115682 -0.331 -0.189 -0.035
H 0.686490 1.607071 1.753248 -0.116 0.080 -0.012
H 1.069510 -0.108839 1.545798 0.048 0.025 -0.084
H -0.564280 0.350791 2.025528 0.091 0.141 0.451
H 1.280320 1.860421 -0.596972 0.063 0.658 0.089
O 3.052750 3.371581 1.959468 -0.065 -0.620 -0.976
H 2.656560 3.472271 2.824988 -0.124 0.121 1.097
H 3.804310 3.964291 1.969138 0.459 0.304 0.075
O 2.807180 -1.088619 -0.789912 0.278 -0.695 -0.290
H 3.140770 -0.716049 0.026258 0.218 0.117 0.468
H 2.163490 -0.451269 -1.099222 -0.305 0.475 0.007
O 4.122330 0.218221 2.261958 -0.107 -0.194 -1.038
H 4.130750 0.119071 3.213968 0.060 -0.212 0.682
H 3.729220 1.078291 2.113708 -0.064 0.523 -0.091
O 1.799730 3.857051 -0.368102 -0.479 -0.290 -1.051
H 1.294290 4.662671 -0.259722 -0.190 0.297 -0.111
H 2.149580 3.674091 0.503878 0.666 -0.120 1.157
O -3.070740 -3.142209 1.160578 0.360 -0.177 0.297
H -3.522820 -2.546069 0.563518 -0.378 0.270 -0.347
H -3.338190 -4.015939 0.875428 -0.156 -0.315 -0.114
```
Positions in Å, forces in eV/Å.



# C3H12O3

4 unconnected molecules or ions with the total composition C3H12O3 (ωB97M-V with the def2-TZVPD basis set, the Open Molecules 2025 dataset).

## Properties
- Energy above the lowest of the compared OMol25 structures with the same formula, charge and spin: 59.3 kJ/mol
- Charge: -1
- Highest occupied orbital energy (alpha / beta): 0.747 / -6.553 eV
- Spin multiplicity: 2
- Calculated total energy: -347.15208 a.u.

```
18
Properties=species:S:1:pos:R:3:forces:R:3
C -1.590045 0.831838 1.603170 1.056 0.682 -0.431
C -0.280625 0.477887 2.247372 -0.601 -0.080 1.167
C 0.746974 -0.245085 1.835409 0.272 -0.146 -0.157
H -1.705944 1.916696 1.742082 -0.328 -0.212 -0.072
H -1.562698 0.634059 0.537065 -0.316 -0.185 -0.052
H -2.402603 0.313402 2.112185 -0.086 -0.016 -0.138
H -0.277396 0.851190 3.283773 0.322 -0.323 -0.204
H 1.541013 -0.517492 2.506436 0.285 0.331 0.497
H 0.928236 -0.637768 0.852029 -0.421 0.143 -0.373
H 0.932872 -0.109581 -2.059697 0.925 0.277 -0.320
H 2.233040 -1.130764 -1.870957 -0.810 0.617 -0.300
O 1.446473 -0.715266 -1.476076 -0.050 -0.674 0.626
H 1.040564 2.223102 -2.663597 -0.024 -0.118 0.023
H -0.403945 1.844739 -2.304532 -0.012 0.033 -0.049
O 0.404008 1.476343 -2.719931 -0.109 -0.042 -0.055
H -0.746934 -2.140955 0.576498 0.467 0.531 -0.661
H -0.209515 -1.367198 -0.754914 0.208 -0.512 0.676
O -0.970455 -1.768510 -0.290363 -0.778 -0.308 -0.177
```
Positions in Å, forces in eV/Å.



# C3H12FN2O10V

A molecular structure, C3H12FN2O10V (ωB97M-V with the def2-TZVPD basis set, the Open Molecules 2025 dataset).

## Properties
- Charge: -1
- Highest occupied orbital energy (alpha / beta): -5.726 / -5.754 eV
- Spin multiplicity: 2
- Calculated total energy: -2027.17462 a.u.

```
29
Properties=species:S:1:pos:R:3:forces:R:3
O 0.379413 -0.652094 -1.654347 0.227 0.520 0.577
V 0.442228 0.170629 -0.313194 -2.724 2.244 -0.370
N 0.379544 3.388775 -1.006224 -0.728 0.338 0.465
O -0.814530 3.610880 -0.962028 -0.075 -0.172 -0.153
O 1.219265 4.284035 -1.054100 0.365 -0.213 -0.130
O 0.803340 2.170129 -1.004654 0.831 -1.463 -0.066
N 0.033720 1.554446 2.618045 -0.660 0.021 0.236
O 0.762668 0.967197 1.732945 0.466 -0.655 -0.432
O -0.193639 0.960653 3.681472 0.262 -0.254 -0.160
O -0.409601 2.660536 2.392001 0.196 0.206 -0.187
F -1.485393 0.697162 -0.035996 2.270 -1.341 -0.088
C -0.671608 -1.907635 1.829420 0.919 0.107 0.871
O 0.339051 -1.734730 0.807607 -0.742 0.503 -0.148
H -1.111104 -2.900189 1.749556 -0.134 0.057 -0.106
H -0.132235 -1.783212 2.771099 -0.363 -0.165 0.207
H -1.414963 -1.117288 1.808933 0.079 0.053 -0.590
H 0.913686 -2.500137 0.830092 0.123 0.088 -0.280
C 3.536054 0.723062 -1.149883 0.808 0.041 0.025
O 2.623929 0.069371 -0.263507 0.087 -0.098 -0.074
H 4.327916 0.028594 -1.450189 -0.285 -0.223 -0.177
H 3.014474 1.095089 -2.022443 -0.225 0.037 0.153
H 4.065512 1.527725 -0.636747 -0.436 0.268 -0.003
H 3.152159 -0.352954 0.417551 -0.367 0.067 0.319
C -3.543574 -1.898922 -1.281538 -0.578 0.618 0.052
O -2.465369 -2.251664 -2.125261 -0.208 -0.286 0.037
H -3.233173 -1.259382 -0.450350 0.134 -0.027 -0.036
H -4.311878 -1.351762 -1.842746 0.036 0.072 0.022
H -4.062802 -2.769990 -0.879567 0.437 -0.312 -0.126
H -2.143078 -1.428322 -2.505961 0.284 -0.030 0.163
```
Positions in Å, forces in eV/Å.



# C2H4OS

2 unconnected molecules or ions with the total composition C2H4OS (ωB97M-V with the def2-TZVPD basis set, the Open Molecules 2025 dataset).

## Properties
- Energy above the lowest of the compared OMol25 structures with the same formula, charge and spin: 259.2 kJ/mol
- Charge: 0
- Highest occupied orbital energy: -9.312 eV
- Calculated total energy: -551.92996 a.u.

```
8
Properties=species:S:1:pos:R:3:forces:R:3
C 0.217077 0.545871 -0.968923 -0.306 0.511 -1.024
C -0.065154 0.590929 0.456373 0.421 -3.562 2.006
O 0.878216 -0.233730 -1.592987 0.075 -0.059 0.149
S 0.114470 -1.789367 1.363656 -0.230 2.857 -0.940
H -0.268729 1.418094 -1.481996 0.125 -0.195 -0.057
H 0.761799 0.850741 1.097776 0.112 0.351 0.070
H -1.046393 0.884218 0.787864 -0.121 0.150 -0.023
H -0.591285 -2.266756 0.338237 -0.075 -0.052 -0.181
```
Positions in Å, forces in eV/Å.



# C4H6N2

A molecular structure, C4H6N2 (ωB97M-V with the def2-TZVPD basis set, the Open Molecules 2025 dataset).

## Properties
- Energy above the lowest of the compared OMol25 structures with the same formula, charge and spin: 289.5 kJ/mol
- Charge: 0
- Highest occupied orbital energy: -7.698 eV
- Calculated total energy: -265.42531 a.u.

```
12
Properties=species:S:1:pos:R:3:forces:R:3
N 2.121540 -0.467143 -0.066130 0.172 -1.061 -1.471
C 0.842515 -0.260260 -0.229978 0.659 -0.909 -0.287
C 0.107229 1.020033 -0.140221 0.965 0.106 1.093
C -1.327737 0.676020 0.016313 0.183 -0.143 0.305
C -1.402414 -0.660955 0.140863 0.116 0.156 -0.070
N -0.126252 -1.212101 0.003398 0.268 -0.136 0.050
H 2.644057 0.314672 -0.460365 0.010 -0.031 0.285
H 0.958443 0.720691 0.752168 -2.914 2.382 0.365
H 0.455005 1.961349 -0.550101 0.071 -0.293 -0.239
H -2.169177 1.360699 -0.025082 0.329 -0.142 0.111
H -2.257644 -1.307111 0.319124 0.237 0.219 -0.148
H 0.154430 -2.145890 0.240013 -0.097 -0.149 0.005
```
Positions in Å, forces in eV/Å.



no.,largest force on an atom (Eh/bohr)
1,0.049
2,0.090
3,0.026
4,0.069
5,0.080
6,0.074